C95H221N15O15 | ωB97M-V/def2-TZVPD

Calculated values
electronic energy: -155144.2178 eV
Kohn-Sham gap: 8.150 eV
lowest unoccupied orbital energy: 0.3471 eV
net charge: 0
E_HOMO: -0.2867 Ha
relative energy (zero: lowest compared OMol25 entry of this formula, charge and spin): 175.3 kcal per mole

Geometry (Å):
H  -6.1120  -13.6959  -27.9877
H  -5.4994  -16.4896  -35.8359
H  -7.8569  -19.2856  -28.3820
H  -2.0875  -16.9782  -23.8558
H  -11.1890  -20.8749  -30.1508
H  -4.4902  -10.4386  -23.5389
H  -9.4680  -14.3510  -27.3562
H  -8.7442  -16.1094  -20.7761
H  -9.9379  -14.1918  -22.3972
H  -5.0935  -19.2786  -19.1318
H  -5.2279  -15.1445  -19.8534
H  -13.6202  -16.3025  -25.6248
C  -6.2916  -18.4766  -32.4884
H  -8.1618  -22.8769  -30.5695
H  -3.3071  -17.0939  -27.3972
H  -9.8207  -18.3141  -18.8148
H  -14.3185  -18.9705  -30.5375
N  -12.6184  -19.3802  -28.2047
H  -4.1627  -22.8344  -23.1074
H  -4.6890  -14.2213  -23.2956
C  -12.3233  -19.2140  -29.6713
H  -12.3016  -22.1795  -28.3074
O  -1.5102  -18.8048  -26.9194
C  -5.9297  -15.8944  -19.4883
C  -4.5283  -17.2995  -21.0797
O  -10.0737  -23.2562  -30.6647
H  -4.3196  -15.8078  -27.0862
H  -11.2627  -13.8645  -23.9423
H  -9.1027  -14.7112  -24.5524
H  -11.7143  -18.1772  -24.1712
H  -10.1446  -18.7475  -29.2808
C  -5.7905  -27.2371  -30.5127
H  -5.5751  -12.2595  -31.4745
H  -9.0605  -21.4694  -31.0070
C  -12.1676  -20.5169  -30.4709
H  -5.6362  -16.0927  -18.4575
O  -6.9026  -16.1065  -26.0594
H  -8.5888  -16.9871  -18.6674
H  -11.8136  -24.5023  -26.5449
H  -5.1976  -18.8321  -24.8205
C  -4.3489  -16.8026  -27.5307
H  -6.2367  -23.0036  -29.4958
H  -3.4636  -12.2208  -25.8501
H  -10.1638  -24.8001  -34.5921
H  -6.6694  -23.8762  -27.4062
H  0.8743  -18.2973  -25.5108
H  -2.5781  -25.4027  -27.8158
H  -9.1573  -9.3337  -22.1365
N  -0.7831  -20.0248  -27.0691
H  -7.4957  -19.9145  -31.4023
H  -4.0265  -18.7607  -32.5355
H  -9.1976  -22.0509  -29.2606
H  -3.5173  -14.2044  -22.0914
H  -0.5363  -17.6238  -23.1702
C  -4.7883  -11.4870  -23.5371
O  -2.0606  -17.0945  -33.0553
H  -4.5409  -25.0864  -31.1160
C  -8.9680  -25.6776  -24.9477
H  -4.9167  -13.5668  -32.3841
H  1.4525  -19.2143  -28.5721
C  -1.0665  -16.7503  -23.5497
H  -11.5142  -21.2709  -23.7495
H  -8.6588  -13.0309  -24.8977
H  -14.5333  -13.7084  -26.3117
H  1.7395  -19.2681  -26.6845
C  -5.5290  -16.2665  -33.7277
C  -7.3904  -18.8405  -31.5554
H  -5.6442  -12.9124  -24.7612
H  -5.9332  -20.4364  -26.3093
H  -6.2817  -18.5316  -37.2207
H  -12.1626  -16.0410  -27.9101
H  -15.3298  -19.8222  -28.8677
H  -6.6042  -27.1881  -31.2363
H  -8.2612  -20.3694  -27.1236
H  -0.1984  -20.8149  -23.7713
H  -3.4936  -25.7650  -26.4798
O  -11.6003  -16.5123  -25.4426
H  -7.3753  -16.6243  -32.7022
H  -4.7154  -17.1702  -24.7036
H  -7.7528  -13.8792  -23.6214
H  -10.5556  -18.2979  -30.7966
N  -0.6018  -14.9375  -30.3646
H  -5.9800  -24.6743  -26.0081
H  -2.0025  -15.5222  -25.3245
C  -13.4198  -18.3736  -30.3824
H  1.8972  -19.5774  -24.9740
C  -4.4168  -11.7453  -26.0815
H  -10.6852  -23.3952  -21.4472
C  -5.1532  -19.0382  -27.6165
C  -3.5335  -21.7301  -19.0273
H  -10.0503  -18.2434  -26.9184
H  -15.5536  -20.7559  -27.2557
H  -0.4312  -15.8131  -32.8594
C  -9.9208  -25.8518  -32.2399
C  -7.5445  -25.6388  -29.4342
H  -2.3811  -13.9030  -27.5115
H  -4.3228  -22.5654  -28.3673
H  -12.9048  -22.4147  -30.7250
C  -5.9503  -18.4340  -35.0396
O  -6.6731  -20.4048  -33.7736
C  -13.2776  -21.7795  -28.5822
H  -8.9977  -26.5655  -25.5793
O  -12.8239  -18.2173  -27.5398
H  -3.8304  -18.3810  -34.6301
C  -13.2506  -20.7336  -26.2700
H  -8.1266  -17.9869  -24.3041
C  -9.0978  -12.1150  -22.2072
H  0.2977  -15.1441  -30.7750
H  -5.4650  -23.0313  -26.5253
O  -0.3489  -16.1051  -24.5495
H  -12.2832  -25.0971  -24.3997
H  -7.8938  -22.7016  -23.4575
N  -5.2539  -25.8703  -28.4419
H  -12.1870  -20.3676  -31.5505
H  -8.3653  -18.5157  -31.9190
H  -11.2868  -26.5785  -24.0103
C  -8.3532  -16.7440  -21.5714
N  -11.0066  -24.7943  -34.0356
C  -12.5954  -14.7260  -26.6440
H  -7.6450  -9.2448  -23.0187
H  -9.6203  -21.9473  -25.8573
C  -12.7273  -15.7190  -25.4002
H  -1.9636  -15.0718  -32.7741
C  -8.6150  -18.1516  -21.2052
C  -6.0208  -16.8665  -34.9561
H  -7.0737  -19.8401  -36.5330
H  -9.7342  -20.7864  -23.7982
C  -13.2155  -21.5327  -30.1648
C  -10.5111  -21.4011  -23.3436
H  -0.3475  -18.1205  -32.7456
H  -1.5825  -16.2442  -27.3250
H  -4.0518  -16.4303  -21.5332
N  -6.5032  -18.2946  -19.8630
H  -2.8871  -15.4930  -29.3618
H  0.7967  -19.5863  -30.1652
H  -14.1814  -21.3300  -30.6274
H  -8.5666  -22.5646  -21.8685
H  -6.3238  -16.7379  -22.6502
C  -6.0098  -25.8631  -29.7387
H  -13.1419  -18.1499  -31.4124
H  -6.0991  -28.0102  -29.8091
H  -9.6973  -18.2741  -21.1628
C  -8.1323  -20.2010  -19.9680
C  -11.0220  -18.3829  -29.8151
H  -4.8307  -27.4145  -30.9980
H  -13.1488  -12.8669  -25.7077
C  -6.8167  -16.5646  -21.6936
H  -9.9908  -11.7578  -21.6943
C  -0.5011  -14.6928  -26.5627
H  -10.0049  -14.6668  -29.0265
O  -8.3952  -11.1485  -23.0053
C  -1.4300  -15.9654  -32.4502
N  -6.5642  -19.0112  -33.8499
H  -10.2742  -17.1984  -23.9318
H  -8.7971  -16.3117  -22.4681
H  -13.5702  -17.4367  -29.8461
H  -6.3772  -26.6586  -27.1497
H  -11.8317  -24.7556  -32.1653
C  0.1158  -21.8549  -28.5131
H  0.5202  -14.3164  -26.6210
H  -4.7543  -23.4323  -19.4846
C  -4.3578  -23.5048  -28.9191
C  -4.6914  -18.0356  -25.3658
H  -1.1013  -16.8200  -30.3968
H  -3.5977  -16.2843  -30.7995
H  -4.1678  -19.4654  -27.4305
C  -5.4972  -24.7601  -30.7071
H  -1.2917  -12.6856  -26.8568
H  -11.9130  -16.6984  -23.3400
N  -0.6108  -15.9737  -27.2734
H  -7.8421  -20.6006  -18.9963
H  -8.4959  -18.4848  -17.7375
C  -9.6839  -13.3223  -23.0035
C  -14.9667  -20.0744  -27.8714
C  -1.3316  -13.6326  -27.3951
C  -7.8390  -18.2676  -26.4669
H  -2.8472  -24.0571  -26.6636
O  -3.6855  -22.7490  -21.1736
H  -7.0033  -15.4398  -26.7427
C  -0.7290  -20.4358  -24.6447
C  -1.0553  -15.0056  -25.1693
C  -5.3652  -11.8661  -24.8860
C  -8.2321  -9.8704  -22.3464
H  -7.4746  -20.5846  -20.7479
O  -9.2525  -22.7906  -25.5832
C  -9.0544  -22.3076  -30.3102
H  -7.0790  -10.9945  -24.2886
H  -7.1272  -19.3516  -24.6292
C  -8.6486  -23.1290  -22.7974
C  -6.1980  -20.1012  -27.3121
H  -0.6917  -22.5352  -28.2422
C  0.7019  -21.8594  -26.1439
H  -4.5848  -18.2183  -31.0364
H  -5.8560  -15.2274  -33.6874
C  -10.8409  -24.6544  -32.6080
H  -3.3346  -23.4982  -29.2948
H  -3.2623  -20.5028  -20.3914
H  2.0176  -21.4613  -27.7681
H  -4.2868  -10.6853  -26.2995
H  -9.3370  -23.1303  -32.6147
H  0.5420  -22.0313  -29.5006
C  -8.7660  -18.0620  -18.7052
H  -6.9925  -11.2962  -25.9501
C  1.1745  -22.1046  -27.5161
H  1.5028  -23.1430  -27.5615
H  -15.0132  -19.1250  -27.3379
C  -5.3138  -17.7785  -26.7794
H  -5.3124  -23.7792  -22.0898
H  -10.3450  -26.8096  -32.5411
H  -8.6708  -25.8764  -23.9180
H  -6.9070  -15.4784  -21.7100
H  -6.9258  -15.5130  -19.2637
C  -5.7414  -24.0325  -26.8562
H  -8.2733  -24.1408  -22.6440
C  -6.3395  -16.9254  -32.5452
H  -3.6850  -24.3575  -22.3724
N  -6.7468  -17.3292  -26.7455
C  -1.8121  -20.4689  -29.2468
H  -4.3230  -18.7045  -36.3488
H  -8.1591  -25.0717  -25.3560
C  -11.3414  -17.1532  -24.1489
C  -6.8049  -18.8085  -36.3055
H  -5.0270  -22.6334  -30.8190
H  -3.6085  -18.1381  -25.4368
H  -9.3549  -16.8217  -26.2844
H  0.1759  -18.3303  -29.2259
H  -1.1000  -16.0932  -22.6807
H  -9.1289  -20.5664  -20.2158
H  -7.9669  -26.4315  -28.8167
C  -7.6068  -19.5274  -27.3490
C  -5.7185  -13.3186  -31.6887
H  -12.9760  -15.1497  -24.5046
C  -10.2674  -23.3088  -32.0755
C  -5.9532  -17.0410  -20.5272
H  -7.8308  -18.4408  -36.3220
H  -11.5596  -14.3954  -26.7205
C  -4.1995  -21.5860  -17.6338
C  -10.9092  -25.0896  -26.3861
H  -7.3898  -15.3336  -28.4401
C  -7.9864  -18.6363  -19.8752
N  -7.0647  -13.5528  -27.6845
H  -2.5878  -22.2696  -18.9733
H  -7.0312  -16.4893  -35.1138
C  0.0991  -20.3814  -25.9570
C  -7.4510  -13.9502  -30.1725
C  -11.0475  -23.6131  -22.4519
H  -13.9621  -21.4978  -25.9572
C  -9.2576  -14.1676  -28.4098
H  -7.3842  -18.3774  -30.5686
H  -8.0402  -14.5908  -30.8287
H  -1.8334  -19.5507  -29.8337
C  -11.3176  -25.4914  -24.0828
N  -6.5195  -10.9485  -25.1282
H  -0.2328  -16.6717  -26.6489
C  -4.3069  -13.5766  -22.5041
H  -1.6217  -21.0423  -24.7971
C  -10.0992  -22.8921  -23.4137
H  -2.4223  -19.0195  -27.1280
H  -6.5859  -13.3889  -32.3450
H  -5.0136  -13.2987  -21.7221
H  -8.9831  -25.6631  -32.7627
H  -3.0854  -14.5473  -30.8502
H  -4.4025  -19.9161  -34.9586
O  -5.7995  -18.7587  -18.7409
H  -7.4922  -9.9147  -21.5472
H  -0.8761  -13.3780  -28.3521
H  -13.9462  -22.5177  -28.1395
H  -5.9260  -16.4777  -31.6415
H  -6.2577  -24.5912  -31.4694
C  -13.4904  -20.4585  -27.7667
H  -4.9560  -19.8510  -31.3668
H  -0.5907  -15.1233  -29.3719
H  -11.8891  -25.5095  -21.9696
H  -1.7214  -19.1614  -33.3657
C  -2.8811  -15.5406  -30.4507
H  -9.8145  -25.9461  -31.1592
C  0.5292  -19.3573  -29.1336
H  -6.2632  -20.8963  -28.0548
H  -13.4314  -19.8428  -25.6686
C  -11.0820  -25.1456  -22.6054
H  -13.4155  -12.9072  -27.4651
H  -11.9784  -23.0627  -22.5878
C  -1.4934  -15.9255  -30.8808
O  -5.4946  -26.8549  -27.4725
H  -5.3054  -18.7673  -28.6613
C  -4.4958  -22.5259  -20.0320
H  -3.7996  -17.5759  -20.3176
H  -2.1922  -20.3108  -19.2505
N  -12.9205  -15.3734  -27.9028
H  -11.0075  -26.1679  -26.5119
C  -7.9901  -18.8056  -25.0107
H  -7.9466  -24.6664  -29.1495
C  -1.4161  -18.3344  -32.7247
H  -10.1333  -25.4947  -22.1977
C  1.1789  -19.3159  -25.7510
H  -7.8312  -12.9616  -30.4296
C  -10.2861  -24.8594  -25.0115
H  -12.3106  -21.1437  -25.9010
H  -7.5324  -20.5291  -34.1833
H  -8.8649  -19.4482  -24.9119
H  -8.0043  -25.9664  -30.3666
C  -3.2942  -24.9260  -27.1465
H  -10.4297  -21.0491  -22.3152
O  -3.7505  -12.3845  -23.1488
H  -9.0912  -17.2898  -27.9776
C  -4.2794  -23.4566  -22.2201
H  -1.6561  -18.7181  -31.7332
H  -10.7372  -12.3831  -24.3978
C  -9.1334  -17.6548  -26.9514
H  -8.3045  -12.3674  -21.5035
H  -5.3634  -21.8930  -20.2184
H  -1.1449  -14.1913  -24.4503
H  -4.4394  -16.2663  -33.6993
H  -1.1422  -19.4866  -24.3038
C  -4.8692  -18.8800  -31.8545
H  -8.4338  -18.8244  -22.0434
H  -4.6904  -16.6116  -28.5481
H  -0.0533  -22.6276  -25.9780
C  -7.7685  -14.3478  -28.7103
H  -3.5501  -21.0456  -16.9452
C  -0.4439  -20.3802  -28.4770
N  -3.1882  -20.4054  -19.3889
O  -6.0252  -14.0973  -30.5164
H  -2.7055  -20.4364  -28.6232
H  -7.2362  -12.5575  -27.6964
H  -10.9683  -22.5195  -32.3472
C  -5.3359  -23.3138  -30.0254
H  -5.6551  -11.4996  -22.8764
C  -8.7197  -13.7885  -24.1164
H  -4.9053  -12.2019  -26.9423
H  -11.9574  -18.0441  -27.1646
H  -13.7287  -15.9426  -27.6955
H  -10.2608  -24.7053  -27.1734
H  -1.9354  -21.3390  -29.8917
C  -13.4925  -13.4799  -26.5409
C  -4.5308  -18.8871  -35.2945
H  1.5163  -21.9696  -25.4279
N  -10.9622  -12.9624  -23.6016
C  -4.6803  -24.6312  -27.8448
H  -9.4308  -13.0954  -28.5024
H  -4.4716  -17.8916  -21.9931
H  -4.4180  -22.5111  -17.1003
N  -10.1630  -23.3782  -24.7762
H  -5.0946  -20.9703  -17.7226
H  -11.3694  -23.9006  -34.3354
H  -11.1020  -17.3546  -29.4626

Cartesian forces, eV/Å:
H 0.674 0.502 0.446
H 0.318 -0.086 -0.136
H 0.143 0.257 -0.247
H -0.161 -0.282 -0.084
H 0.047 -0.538 -0.351
H 0.749 -0.088 -0.026
H 0.179 -0.425 -0.013
H 0.256 0.219 0.250
H 0.529 0.301 0.786
H 0.594 -0.339 0.063
H -0.395 0.471 0.018
H -0.322 -0.338 0.150
C 2.124 1.414 -0.184
H 0.728 0.499 0.734
H -0.193 -0.624 -0.633
H -0.142 0.331 -0.159
H -0.301 0.229 0.536
N 1.828 -3.286 -2.404
H -0.381 -0.139 -0.269
H -0.842 0.029 0.125
C -0.438 2.050 -1.001
H 0.393 0.062 -0.087
O 1.330 -0.022 -0.058
C 0.309 0.115 0.469
C 0.347 0.509 -0.124
O -0.683 -0.063 -0.408
H -0.391 0.257 0.406
H -0.665 0.151 -0.577
H 0.368 -0.175 -0.037
H 0.042 -0.256 -0.230
H -0.322 -0.674 0.592
C -1.955 1.225 1.266
H -0.073 0.105 0.450
H -0.267 0.471 0.381
C 0.351 0.453 1.481
H 0.661 -0.912 -0.188
O 0.246 -0.690 0.803
H -0.364 0.038 0.125
H -0.368 -0.412 0.386
H 0.428 -0.223 -0.140
C -1.287 1.177 1.064
H -0.501 0.108 -0.763
H -0.014 -0.036 -0.267
H 0.762 -0.514 0.479
H -0.152 -0.108 -0.071
H -0.674 -0.163 -0.101
H -0.050 0.500 -0.557
H -0.059 -0.422 0.343
N -0.542 -1.954 -0.557
H 0.255 -0.110 0.038
H -0.293 -0.501 -0.209
H 0.330 0.080 -0.144
H 0.388 0.594 0.270
H 0.035 -0.171 -0.598
C -0.165 -0.106 -0.577
O -0.080 -0.411 0.355
H -0.035 0.242 -0.183
C 0.392 1.268 -0.011
H 0.550 -1.020 0.993
H 0.049 -0.478 -0.043
C 0.092 0.705 0.932
H 0.169 0.213 -0.045
H 0.137 0.025 0.017
H -0.107 -0.216 -0.279
H 0.290 0.223 0.141
C -0.482 0.143 1.932
C -1.564 -1.003 0.703
H -0.398 -0.283 -0.302
H -0.402 -0.759 0.015
H -0.067 0.526 0.084
H -0.053 -0.614 -0.990
H -0.084 -0.723 0.006
H 0.273 -0.357 -0.549
H -0.470 0.280 0.510
H 0.379 -0.263 -0.274
H 0.076 0.385 0.741
O 1.190 -0.743 2.407
H -0.104 0.108 0.138
H -0.686 0.418 -0.141
H 0.372 -0.500 -0.551
H -0.879 -0.160 -0.628
N 0.508 1.355 -0.646
H 0.272 0.003 0.055
H -0.902 0.959 -0.292
C 0.122 -0.379 -0.062
H -0.024 -0.276 0.132
C -0.343 0.071 0.782
H -0.133 0.281 0.069
C -1.466 -0.679 -0.506
C -1.451 -2.152 2.057
H 0.424 -0.821 0.283
H -0.372 -0.164 -0.654
H 0.505 -0.418 0.213
C -0.960 0.594 0.742
C 0.367 -1.665 -1.577
H 0.023 -0.157 -0.093
H -0.127 0.118 0.514
H 0.028 -0.555 0.494
C -1.045 0.033 -0.870
O 0.441 -0.345 -0.697
C 1.179 1.064 -0.744
H -0.267 -0.186 0.367
O -0.405 1.224 0.301
H 0.123 0.569 -0.340
C -0.320 -0.343 0.392
H -0.027 0.246 0.019
C 0.260 -0.832 0.234
H 0.505 0.211 0.446
H 0.253 -0.108 0.347
O 1.393 0.373 -0.973
H -0.262 -0.367 0.228
H 0.011 0.241 -0.208
N 2.518 1.367 -1.447
H 0.344 0.585 0.074
H -0.045 0.040 -0.542
H -0.079 -0.127 -1.294
C 1.640 -0.070 0.095
N -0.722 1.752 -0.735
C -1.273 0.867 0.928
H -0.378 -0.018 -0.651
H -0.338 0.054 -0.184
C -1.221 1.893 -2.684
H -0.316 -0.108 -0.183
C -1.444 -0.669 -0.543
C -0.656 -1.010 -2.012
H 0.862 -0.744 0.743
H -0.330 0.080 -0.633
C -0.656 -1.407 1.450
C 1.479 -0.472 0.149
H 0.265 -0.578 -0.209
H -0.251 0.182 -0.125
H -0.459 0.968 0.429
N -1.319 -0.128 -2.564
H -0.280 0.063 -0.015
H 0.011 -0.560 -0.050
H -0.202 0.525 0.353
H -0.019 -0.146 0.198
H -0.614 -0.862 -0.243
C 0.087 -0.113 1.139
H 0.481 0.228 0.039
H 0.486 -0.352 -0.119
H -0.362 -0.167 0.723
C 0.630 0.758 0.738
C 0.929 0.127 0.437
H -0.031 0.258 0.402
H 0.015 0.255 0.040
C -1.115 1.658 0.005
H 0.236 0.803 0.162
C -1.451 0.005 -1.237
H 0.289 -0.232 -0.131
O -1.470 0.887 0.188
C -0.439 -0.016 0.879
N -0.885 1.864 1.757
H -0.061 0.308 -0.173
H -0.216 -0.627 -0.278
H -0.399 -0.095 -0.073
H -0.521 -0.059 0.421
H -0.063 -0.254 0.106
C -0.494 1.176 0.178
H 0.173 -0.368 0.534
H -0.239 -0.254 -0.316
C 0.716 0.552 0.958
C -0.271 0.828 -0.030
H -0.872 -1.051 -0.509
H -0.260 0.188 0.046
H 0.044 0.146 -0.286
C -0.702 1.624 1.685
H -0.250 0.099 0.237
H 0.258 0.498 -0.043
N 0.882 0.090 -0.507
H 0.059 -0.349 -0.072
H 0.448 -0.025 -0.068
C 1.162 0.751 -1.136
C 0.216 1.174 0.873
C 0.694 0.133 1.577
C -0.017 -2.288 -0.205
H -0.209 -0.052 0.108
O -0.659 0.371 1.050
H -0.056 0.462 0.048
C -0.842 0.053 -0.125
C -0.094 -0.829 0.673
C -0.153 0.889 -0.630
C 1.062 -0.273 -1.073
H 0.191 0.097 0.082
O 2.113 0.449 -1.136
C -0.294 -1.448 -1.243
H -0.740 -0.167 -0.533
H 0.018 -0.136 -0.316
C 0.091 1.396 -0.696
C -0.173 0.676 0.365
H -0.372 -0.025 -0.580
C -0.759 1.869 0.465
H -0.451 0.323 0.142
H 0.286 0.185 -0.200
C 1.136 -1.446 1.281
H 0.173 -0.974 -0.142
H 0.225 0.967 -0.792
H 0.402 -0.060 0.116
H 0.221 0.015 -0.004
H 0.421 0.108 0.004
H -0.535 -0.137 -0.221
C 0.125 -0.171 0.270
H -0.535 0.109 0.246
C 1.660 0.063 -0.399
H 0.243 -0.063 -0.270
H -0.299 0.231 0.122
C 0.940 0.327 0.936
H -0.140 0.370 0.273
H -0.069 0.191 -0.450
H -0.127 -0.429 -0.076
H 1.368 0.519 0.318
H -0.202 0.395 -0.809
C 0.387 0.084 -0.655
H -0.761 -0.221 0.089
C 1.606 0.237 -1.194
H -0.041 -0.203 -0.169
N 0.983 -0.208 -1.244
C 0.611 1.235 -0.196
H 0.557 -0.296 0.194
H 0.067 0.160 -0.131
C -0.503 -0.447 -0.905
C -0.416 -0.456 -0.129
H -0.053 0.333 0.335
H 0.027 -0.846 -0.201
H -0.057 0.340 -0.241
H -0.763 -0.025 0.420
H -0.432 0.238 0.321
H -0.269 0.401 0.175
H 0.319 0.109 0.798
C 0.555 0.272 -0.151
C -1.413 0.466 -0.347
H 0.744 -0.074 0.499
C -0.170 -0.472 -0.318
C -0.061 -0.300 1.682
H 0.172 1.010 0.293
H 0.087 -0.001 0.258
C 0.299 -0.460 0.072
C 0.974 0.784 -0.721
H -0.350 -0.569 -0.968
C 0.917 -0.892 -1.107
N 0.672 -0.679 -0.481
H -0.287 -0.845 0.196
H -0.426 -0.545 0.011
C -0.486 0.232 1.693
C 0.700 -0.872 -0.122
C 0.035 -0.100 -0.309
H -0.285 0.066 0.094
C 0.024 0.469 0.063
H 0.797 0.142 0.103
H 0.082 -0.467 -0.184
H -0.472 -0.113 -0.387
C 0.379 0.565 2.091
N 1.620 -0.716 0.200
H 0.305 -0.383 -0.165
C 0.954 0.552 -1.178
H 0.048 -0.385 -0.044
C 1.936 -0.731 1.586
H -0.097 -0.361 0.073
H -0.268 0.189 -0.169
H -0.182 -0.147 -0.153
H 0.289 -0.286 0.280
H -0.216 -0.054 0.021
H -0.213 -0.358 -0.710
O -0.615 0.820 0.084
H -0.633 -0.452 0.874
H -0.044 -0.573 -0.025
H -0.532 0.048 -0.694
H -0.454 -0.264 0.347
H 0.127 -0.633 -0.373
C -0.394 -0.815 -0.202
H 0.318 -0.371 -0.489
H 0.680 0.139 0.290
H 0.047 -0.310 -0.050
H 0.090 0.499 -0.627
C 0.073 -0.562 0.189
H 0.375 0.301 -0.103
C 0.099 0.156 -0.123
H 0.809 -0.346 0.219
H -0.185 0.105 -0.093
C -0.571 2.003 -0.196
H -0.128 -0.082 0.070
H -0.669 -0.771 0.191
C 0.054 -0.477 -1.236
O -0.344 0.224 -0.936
H 0.496 0.071 -0.217
C 2.379 1.589 1.470
H -0.224 -0.570 0.026
H 0.103 0.436 0.206
N 0.929 -0.344 0.486
H -0.450 0.140 -0.240
C 0.145 0.969 0.152
H 0.509 -0.033 0.031
C 0.136 0.685 0.364
H -0.005 -0.428 -0.248
C 1.188 -0.365 -0.603
H 0.337 0.475 0.462
C 0.118 -0.477 -0.685
H 0.539 0.099 -0.803
H -0.138 -0.446 0.046
H -0.006 0.039 -0.282
H -0.305 0.704 -0.223
C -1.436 -1.160 -0.306
H -0.511 -0.237 0.257
O -0.634 -0.374 1.134
H 0.431 0.103 0.032
C 0.612 -0.412 -0.875
H -0.136 0.448 0.331
H -0.342 0.127 -0.373
C -0.565 1.325 0.622
H -0.447 -0.832 0.578
H -0.293 -0.105 -0.300
H -0.021 0.278 -0.081
H 0.051 -0.342 0.659
H 0.268 0.356 -0.434
C -1.085 0.274 -0.116
H 0.932 -0.116 -0.014
H 0.371 -0.462 -0.159
H -0.336 0.262 0.579
C -0.359 0.960 0.243
H 0.242 0.168 -0.211
C -0.748 -0.358 0.276
N -0.220 1.095 -2.114
O -0.512 0.498 0.001
H 0.266 -0.168 0.328
H -0.279 0.147 -0.350
H -0.116 0.317 -0.213
C -0.188 -2.762 -0.351
H 0.038 -0.328 0.662
C -0.228 0.370 1.119
H 0.298 -0.112 -0.111
H 0.022 0.418 0.540
H -0.365 -0.246 -0.401
H 0.372 -0.219 -0.126
H 0.380 0.053 -0.087
C 0.633 -0.136 0.867
C 0.383 -0.064 0.784
H -0.153 -0.019 0.180
N -0.107 0.041 0.434
C 0.261 0.695 -0.299
H -0.248 0.214 -0.230
H -0.455 -1.083 0.455
H -0.231 -0.248 -0.308
N -3.309 -1.945 1.356
H -0.154 -0.176 -0.041
H -0.864 0.193 -0.481
H -0.448 0.116 0.014

Results of the Mulliken charge analysis, in e, for atoms 1 through 6: H -0.27; H 0.55; H -0.74; H -0.04; H -0.81; H 0.43